23
Properties=species:S:1:pos:R:3:mulliken_charge:R:1 method="wB97M-V/def2-TZVPD" charge=+1 e_tot_ev=-14803.727 spin_multiplicity=1 orbital_gap_ev=6.982
C 0.207 2.502 -0.631 -0.96
C 1.674 -2.001 -0.676 -0.89
C -1.075 -3.285 -1.380 -1.09
C -0.880 -0.900 1.009 -0.70
C 0.264 3.075 1.641 -0.88
N -0.269 2.164 0.674 -0.32
Si -0.121 -2.070 -0.264 0.59
H 0.090 3.566 -1.055 0.32
H 1.259 2.267 -0.678 0.38
H -0.111 1.681 -1.368 0.23
H 2.215 -1.040 -0.463 0.34
H 2.225 -2.777 -0.176 0.39
H 1.421 3.031 1.494 0.26
H -0.624 -4.329 -1.554 0.36
H -2.072 -3.563 -1.057 0.39
H -1.303 -3.015 -2.415 0.41
H -0.394 0.116 0.988 0.23
H -1.995 -0.837 0.852 0.32
H -0.714 -1.463 1.919 0.38
H 0.118 4.130 1.442 0.32
H -0.172 2.789 2.631 0.31
H 1.633 -2.265 -1.757 0.31
H -1.375 2.225 0.821 0.29

=====

26
Properties=species:S:1:pos:R:3:mulliken_charge:R:1 method="wB97M-V/def2-TZVPD" charge=-1 e_tot_ev=-41802.646 s_squared=8.935 spin_multiplicity=6 orbital_gap_ev="2.765 / 4.564"
C 0.401 1.202 -2.314 -1.12
Mn 0.153 0.208 -0.763 -0.09
N -0.274 -1.065 0.863 -0.51
H -0.090 -1.234 -1.500 0.25
H 0.569 -1.043 1.440 0.20
H -0.537 -0.763 -1.972 -0.22
H 0.718 0.615 -3.175 0.38
H 1.180 1.963 -2.114 0.18
H -0.599 1.598 -2.499 0.15
H -1.021 -0.641 1.402 0.21
H -0.527 -2.054 0.724 0.35
C 1.209 4.050 3.249 -1.01
N 0.857 2.835 2.510 0.06
C 0.316 1.691 3.242 -0.70
C 0.998 2.687 1.186 0.37
C 1.548 3.793 0.338 -0.98
O 0.641 1.567 0.723 -0.76
H 0.979 3.849 4.288 0.24
H 0.623 4.907 2.896 0.32
H 2.275 4.277 3.139 0.32
H -0.682 1.426 2.874 0.15
H 0.979 0.822 3.153 0.16
H 0.254 2.001 4.286 0.27
H 2.431 3.434 -0.201 0.17
H 0.791 4.099 -0.390 0.16
H 1.829 4.656 0.943 0.43

=====

25
Properties=species:S:1:pos:R:3:mulliken_charge:R:1 method="wB97M-V/def2-TZVPD" charge=+1 e_tot_ev=-10481.202 spin_multiplicity=1 orbital_gap_ev=11.200
N -1.096 -1.849 0.667 -0.67
C 0.255 -1.257 0.832 0.75
C 0.678 -1.073 2.303 -1.39
C 0.282 0.043 0.018 -0.98
N -0.373 -0.147 -1.348 0.03
C -0.846 1.103 -1.921 -0.80
C 0.652 -0.735 -2.332 -0.96
H -1.114 -0.842 -1.250 0.43
H -1.310 -2.697 1.013 0.25
H -1.883 -1.350 1.185 0.21
H 1.007 -1.943 0.424 0.27
H 1.666 -1.410 2.511 0.36
H 0.818 0.027 2.652 0.21
H 0.113 -1.427 3.090 0.43
H -0.438 0.854 0.422 0.36
H 1.160 0.696 -0.147 0.31
H -0.064 1.809 -2.275 0.34
H -1.422 0.900 -2.843 0.39
H -1.413 1.674 -1.158 0.33
H 0.126 -0.969 -3.247 0.41
H 1.065 -1.727 -1.994 0.29
H 1.402 -0.001 -2.469 0.43
H 0.123 4.056 1.466 0.30
H 0.351 3.110 2.686 0.31
O 0.260 3.154 1.717 -0.60

=====

25
Properties=species:S:1:pos:R:3:mulliken_charge:R:1 method="wB97M-V/def2-TZVPD" charge=+1 e_tot_ev=-10477.948 spin_multiplicity=1 orbital_gap_ev=5.525
N 0.497 1.701 1.520 -0.37
C -0.588 0.855 1.124 0.49
C -1.965 1.551 1.032 -1.45
C -0.294 0.258 -0.231 -0.59
N 1.057 0.206 -0.531 -0.24
C 1.390 -0.179 -1.848 -0.78
C 1.980 -2.248 1.572 -0.81
H 1.716 -1.297 1.117 -0.01
H 1.346 1.718 0.986 0.21
H 0.330 2.315 2.294 0.21
H -0.704 0.062 1.881 0.21
H -2.238 2.036 1.965 0.42
H -2.712 0.796 0.767 0.33
H -1.975 2.323 0.259 0.40
H -0.749 0.889 -1.018 0.58
H -0.779 -0.720 -0.385 0.45
H 0.881 -1.103 -2.118 0.33
H 2.468 -0.240 -1.955 0.33
H 0.990 0.577 -2.537 0.40
H 2.950 -2.227 2.043 0.32
H 1.270 -2.413 2.383 0.28
H 1.887 -3.072 0.860 0.27
H -3.020 -0.524 -2.963 0.29
H -1.650 -0.831 -3.487 0.30
O -2.089 -0.431 -2.727 -0.58

=====

25
Properties=species:S:1:pos:R:3:mulliken_charge:R:1 method="wB97M-V/def2-TZVPD" charge=+1 e_tot_ev=-10482.330 spin_multiplicity=1 orbital_gap_ev=11.071
C 1.002 -0.622 1.988 -0.65
C 0.928 0.915 1.673 -0.69
C 1.523 1.162 0.290 -1.00
C 0.479 0.873 -0.790 -0.34
C 0.329 -0.585 -1.203 -1.00
N -0.804 -1.325 -0.553 -0.18
N -0.308 -1.269 2.205 -0.64
H 1.814 -0.749 2.690 0.42
H 1.464 -1.133 1.129 0.24
H 1.478 1.348 2.504 0.30
H -0.101 1.230 1.753 0.52
H 1.807 2.167 0.214 0.38
H 2.436 0.572 0.199 0.40
H 0.677 1.413 -1.711 0.34
H -0.467 1.293 -0.455 0.42
H 0.173 -0.586 -2.273 0.40
H 1.187 -1.170 -0.953 0.53
H -0.866 -2.326 -0.755 0.40
H -1.700 -0.904 -0.769 0.39
H -0.929 -0.574 2.591 0.22
H -0.233 -2.043 2.850 0.22
H -0.692 -1.356 0.507 0.30
H -2.004 1.050 -3.919 0.31
H -3.112 1.522 -3.092 0.31
O -2.294 1.008 -2.998 -0.59

=====

25
Properties=species:S:1:pos:R:3:mulliken_charge:R:1 method="wB97M-V/def2-TZVPD" charge=+1 e_tot_ev=-10481.869 spin_multiplicity=1 orbital_gap_ev=11.079
C -0.461 -1.077 0.392 -0.55
C 0.926 -1.652 0.165 -0.63
C 1.958 -0.548 -0.108 -0.75
C 1.838 0.748 0.669 -0.98
N 0.789 1.638 0.155 -0.38
C 0.244 2.563 1.164 -0.93
N -0.735 -0.169 -0.756 -0.16
H -0.319 -0.416 1.237 0.26
H -1.226 -1.827 0.451 0.39
H 1.196 -2.224 1.048 0.39
H 0.913 -2.313 -0.692 0.33
H 1.919 -0.245 -1.137 0.33
H 2.953 -1.008 -0.007 0.39
H 2.789 1.196 0.770 0.54
H 1.627 0.549 1.711 0.42
H 1.238 2.212 -0.537 0.28
H -0.816 2.462 1.310 0.32
H 0.425 3.632 1.008 0.37
H 0.640 2.383 2.138 0.31
H -1.740 -0.122 -0.972 0.43
H -0.087 -0.181 -1.527 0.34
H -0.468 0.774 -0.462 0.30
H -3.953 -2.257 -1.089 0.30
H -4.202 -1.035 -1.835 0.30
O -3.493 -1.450 -1.297 -0.62

=====

25
Properties=species:S:1:pos:R:3:mulliken_charge:R:1 method="wB97M-V/def2-TZVPD" charge=+1 e_tot_ev=-10469.418 spin_multiplicity=1 orbital_gap_ev=2.934
C -0.519 0.163 0.189 -0.62
N 0.320 1.121 -0.480 -0.34
C 4.534 -0.055 0.526 -0.82
C 4.239 -1.399 0.031 -0.39
C -1.905 0.742 0.591 -0.02
N -3.020 0.235 0.017 -0.35
C -6.168 0.098 0.277 -1.07
H -0.967 -0.545 -0.407 0.46
H -0.015 -0.423 0.976 0.36
H 0.680 1.817 0.181 0.28
H 5.446 0.316 0.086 0.29
H 4.683 0.189 1.541 0.40
H 4.823 -1.834 -0.793 0.37
H 3.288 -1.237 -0.567 0.18
H 4.118 -2.206 0.789 0.27
H -2.366 0.741 -0.674 0.34
H -1.935 1.376 1.572 0.34
H -7.184 -0.046 0.536 0.31
H 1.049 0.763 -1.186 0.31
H -5.498 -0.579 0.673 0.27
H -5.850 0.999 0.685 0.29
H -5.992 0.194 -0.883 0.21
H 3.693 0.634 0.391 0.21
H 2.381 -0.463 -2.499 0.31
O 2.166 -0.602 -1.571 -0.59

=====

25
Properties=species:S:1:pos:R:3:mulliken_charge:R:1 method="wB97M-V/def2-TZVPD" charge=+1 e_tot_ev=-10482.356 spin_multiplicity=1 orbital_gap_ev=10.393
N 1.347 0.805 -0.042 -0.18
C 0.459 -0.371 -0.469 0.09
C -0.539 -0.725 0.614 -1.02
C -1.916 0.007 0.617 -0.31
C -3.085 -0.998 0.664 -1.27
C -0.132 0.022 -1.839 -0.81
N 0.937 -0.103 -2.850 -0.52
H 1.586 0.693 0.948 0.18
H 2.190 0.831 -0.619 0.41
H 0.794 1.657 -0.129 0.38
H 1.174 -1.153 -0.701 0.38
H -0.114 -0.538 1.609 0.30
H -0.634 -1.805 0.605 0.49
H -2.011 0.556 -0.320 0.24
H -1.937 0.686 1.459 0.38
H -2.783 -1.839 1.295 0.36
H -3.442 -1.331 -0.299 0.31
H -3.938 -0.548 1.171 0.36
H -0.976 -0.653 -1.990 0.37
H -0.447 1.064 -1.881 0.45
H 0.797 -0.848 -3.512 0.23
H 1.129 0.806 -3.255 0.23
H 3.124 1.439 3.004 0.30
H 1.877 0.702 3.513 0.31
O 2.367 0.917 2.711 -0.66

=====

25
Properties=species:S:1:pos:R:3:mulliken_charge:R:1 method="wB97M-V/def2-TZVPD" charge=+1 e_tot_ev=-10481.730 spin_multiplicity=1 orbital_gap_ev=9.796
N 1.655 -0.315 0.332 -0.24
C 0.412 -1.057 0.903 -0.67
C -0.686 -0.922 -0.117 -0.75
N -0.875 0.494 -0.393 0.08
C -1.965 1.113 0.357 -0.52
C -1.965 0.937 1.868 -1.33
C -1.043 0.755 -1.821 -1.23
H 1.888 -0.664 -0.597 0.32
H 1.282 0.626 0.226 0.39
H 2.526 -0.431 0.848 0.31
H 0.768 -1.966 1.370 0.42
H 0.216 -0.408 1.746 0.33
H -1.533 -1.409 0.352 0.37
H -0.496 -1.510 -1.023 0.50
H -2.926 0.862 -0.116 0.40
H -1.892 2.179 0.177 0.40
H -2.764 1.577 2.231 0.41
H -2.138 -0.066 2.264 0.30
H -1.040 1.348 2.249 0.34
H -0.353 0.216 -2.440 0.42
H -0.843 1.805 -2.019 0.36
H -2.084 0.626 -2.124 0.38
H 4.906 -1.521 -0.691 0.32
H 4.634 -1.144 -2.252 0.32
O 4.316 -1.125 -1.328 -0.63

=====

What are the relative energy (zero: lowest compared OMol25 entry of this formula, charge and spin) values for these records? In order: 1.6905; 1.6607; 1.7330; 4.9860; 0.6047; 1.0659; 13.5161; 0.5785; 1.2042 eV.